DFT (ωB97M-V with the def2-TZVPD basis set) results for C32H26I2N4O2PZn as an isolated structure.

Element x y z (Å)
Zn (-0.795, -0.654, 0.358)
O (2.212, -3.174, -1.267)
N (1.767, -1.928, -1.687)
C (1.863, -1.776, -2.943)
C (1.442, -0.510, -3.559)
C (1.550, -0.418, -4.941)
C (1.198, 0.743, -5.616)
C (0.739, 1.832, -4.896)
C (0.631, 1.751, -3.512)
C (0.976, 0.592, -2.827)
P (0.782, 0.554, -1.013)
C (0.187, 2.221, -0.570)
C (-1.195, 2.421, -0.559)
C (-1.728, 3.644, -0.185)
C (-0.881, 4.679, 0.189)
C (0.494, 4.490, 0.180)
C (1.029, 3.267, -0.203)
C (2.444, 0.476, -0.300)
C (2.628, -0.151, 0.928)
C (3.886, -0.199, 1.509)
C (4.972, 0.367, 0.854)
C (4.797, 0.980, -0.379)
C (3.536, 1.034, -0.956)
H (2.119, -3.130, -0.307)
H (2.258, -2.568, -3.576)
H (1.917, -1.274, -5.493)
H (1.283, 0.792, -6.693)
H (0.465, 2.749, -5.399)
H (0.273, 2.617, -2.970)
H (-1.869, 1.613, -0.831)
H (-2.801, 3.784, -0.175)
H (-1.294, 5.633, 0.490)
H (1.154, 5.295, 0.473)
H (2.103, 3.128, -0.195)
H (1.792, -0.622, 1.437)
H (4.022, -0.686, 2.466)
H (5.956, 0.323, 1.301)
H (5.642, 1.416, -0.893)
H (3.404, 1.508, -1.922)
I (-5.825, -1.525, 0.673)
C (-4.562, -0.362, 1.836)
C (-5.078, 0.326, 2.952)
C (-4.286, 1.120, 3.733)
I (-5.146, 2.146, 5.328)
C (-2.902, 1.236, 3.439)
C (-1.987, 2.039, 4.154)
C (-0.670, 2.081, 3.792)
C (-0.235, 1.289, 2.722)
N (-1.057, 0.526, 2.035)
C (-2.392, 0.511, 2.343)
C (-3.234, -0.268, 1.471)
O (-2.722, -0.834, 0.413)
H (-6.131, 0.229, 3.180)
H (-2.345, 2.632, 4.986)
H (0.039, 2.702, 4.319)
H (0.808, 1.281, 2.429)
C (-1.073, -6.119, 1.159)
N (-0.921, -4.823, 0.504)
C (-1.208, -4.531, -0.809)
C (-0.923, -3.217, -0.976)
N (-0.457, -2.698, 0.215)
C (-0.490, -3.694, 1.081)
H (-1.323, -6.858, 0.403)
H (-1.873, -6.075, 1.894)
H (-0.141, -6.408, 1.639)
H (-1.586, -5.274, -1.488)
H (-1.022, -2.615, -1.862)
H (-0.216, -3.634, 2.121)

Atoms 1-6, force components in eV/Å:
0.17 -0.28 -0.17
-0.01 0.26 -0.06
0.11 -0.27 -0.20
-0.07 0.03 0.15
0.18 -0.29 -0.03
-0.03 0.08 -0.13

E_LUMO in eV: -2.54
E_HOMO in eV: -9.8
Orbital gap in eV: 7.247
Total charge: +1
ΔE to the lowest compared entry with this formula, charge and spin in kJ/mol: 19.9